Entry 1:
# C33H38AsN9O6S6Ta

A structure of composition C33H38AsN9O6S6Ta (the ωB97M-V functional and the def2-TZVPD basis, the OMol25 dataset).

Lowest unoccupied orbital energy (spin up / spin down): -0.71 / -0.72 eV
⟨S²⟩: 0.7549
Kohn-Sham gap (spin up / spin down): 5.9 / 6.6 eV
Maximum force: 0.63 eV/A
Spin multiplicity: 2

XYZ file:
```
94
Properties=species:S:1:pos:R:3:lowdin_charge:R:1
Ta 0.72688 -0.04455 0.43564 1.27
S 3.68710 3.03885 3.06871 -0.02
As 2.70546 2.75743 1.23543 -0.35
S 3.07665 0.75729 0.36761 0.11
S 0.56419 2.19398 1.51282 0.13
S 3.15605 4.39183 -0.07731 0.07
C -5.29626 0.53697 -1.71310 -0.06
C -5.00791 1.86870 -1.04447 -0.19
C -3.94550 1.80767 0.05765 -0.29
C -3.74720 3.25367 0.60090 -0.15
C -2.96279 3.40800 1.89411 -0.07
C -4.46095 0.96755 1.19645 -0.43
O -5.60637 0.97832 1.58941 0.11
N -3.49845 0.22742 1.83048 0.22
C -2.15991 0.16523 1.47956 -0.57
O -1.39823 -0.37847 2.27721 -0.04
N -1.69895 0.63251 0.28878 0.07
C -2.58969 1.31875 -0.50741 -0.42
O -2.33917 1.64693 -1.65322 0.04
H -6.10060 0.64040 -2.44229 0.08
H -5.61355 -0.21388 -0.98630 0.08
H -4.41638 0.17409 -2.23888 0.05
H -5.91516 2.25584 -0.57835 0.12
H -4.67748 2.59843 -1.78465 0.12
H -4.74908 3.67224 0.72376 0.12
H -3.27474 3.82052 -0.20610 0.11
H -3.46421 2.91751 2.73008 0.08
H -2.87361 4.46540 2.14662 0.08
H -1.95151 3.01213 1.81626 0.00
H -3.75577 -0.24631 2.68339 0.17
C 0.13468 -4.21951 4.32623 0.03
N 0.56754 -2.82310 4.39814 -0.01
C 0.99788 -2.27123 5.56616 -0.02
C 1.42420 -1.00110 5.59801 0.03
C 1.44669 -0.26026 4.36955 -0.31
N 1.03270 -0.82669 3.21020 0.19
C 0.59020 -2.04853 3.28091 -0.40
O 0.12678 -2.71558 2.24976 -0.11
N 1.86942 0.97562 4.37317 0.17
H 0.17933 -4.62608 5.33242 0.09
H 0.79964 -4.77592 3.66862 0.10
H -0.87993 -4.27811 3.94134 0.11
H 0.97461 -2.91553 6.43227 0.14
H 1.76385 -0.54987 6.51710 0.12
H 2.25652 1.36608 5.21634 0.11
H 2.09054 1.52171 3.53645 -0.09
S 2.02914 -0.79306 -3.94293 1.05
C 2.01478 -0.93219 -2.16567 -0.61
N 0.76872 -0.59507 -1.61321 -0.16
C -0.21849 -0.83636 -2.61122 -0.30
C -1.57597 -1.05612 -2.42810 -0.08
C -2.38588 -1.33020 -3.52087 -0.08
C -1.87662 -1.37262 -4.81088 -0.09
C -0.51948 -1.17580 -5.01189 -0.10
C 0.28389 -0.93283 -3.91286 -0.47
H 2.85125 -0.40563 -1.71523 0.02
H -1.99031 -1.04604 -1.43519 0.06
H -3.43464 -1.53055 -3.35199 0.10
H -2.52506 -1.58365 -5.65041 0.10
H -0.08565 -1.24723 -6.00090 0.10
N 1.51946 4.89766 -2.59944 -0.02
C 0.08346 4.98103 -2.18839 -0.11
C -0.18661 3.76470 -1.31582 -0.24
N 0.18507 2.50937 -1.92931 -0.04
C 1.46369 2.47363 -2.60565 -0.23
C 1.75150 3.69624 -3.46194 -0.11
H 2.09308 4.74860 -1.70895 -0.07
H 1.83446 5.75132 -3.05085 0.17
H -0.51505 5.00380 -3.10128 0.13
H -0.04813 5.91182 -1.63732 0.13
H -1.24292 3.72815 -1.05831 0.10
H 0.37310 3.89866 -0.38788 0.02
H -0.57695 2.12338 -2.46962 0.09
H 1.50443 1.58824 -3.23483 0.06
H 2.26682 2.38571 -1.86781 0.05
H 1.08320 3.78238 -4.32126 0.13
H 2.78772 3.72273 -3.79756 0.13
S -0.76899 -3.15545 -0.02703 0.77
C -0.03145 -2.11874 0.96586 -0.82
O 2.36704 -2.42530 -1.93872 0.03
C 2.67425 -2.76993 -0.74250 -0.33
N 2.50660 -2.08550 0.35738 0.07
C 3.10252 -2.83674 1.41219 -0.37
O 3.13100 -2.52546 2.56785 0.13
C 3.61939 -4.12454 0.82387 -0.08
C 4.26197 -5.19567 1.40172 0.01
C 4.61139 -6.24576 0.55043 -0.06
C 4.32544 -6.20258 -0.80953 -0.06
C 3.68079 -5.10539 -1.38424 0.02
C 3.33896 -4.08547 -0.52603 -0.07
H 4.49155 -5.21623 2.45819 0.12
H 5.12054 -7.11083 0.95471 0.11
H 4.61177 -7.03756 -1.43517 0.11
H 3.45773 -5.06528 -2.44086 0.12
```

Entry 2:
# C33H38BN6OS4Tl

A structure of composition C33H38BN6OS4Tl (the ωB97M-V functional and the def2-TZVPD basis, the OMol25 dataset).

Lowest unoccupied orbital energy: -1.15 eV
Kohn-Sham gap: 6.3 eV
Maximum force: 0.82 eV/A

XYZ file:
```
84
Properties=species:S:1:pos:R:3:lowdin_charge:R:1
Tl 0.18383 0.20821 0.43548 0.47
C -2.78105 -2.91079 -1.49260 -0.06
C -2.48454 -1.44815 -1.67819 -0.30
C -1.76742 -1.01708 -2.78301 -0.01
C -1.54020 0.33389 -3.02186 -0.26
C -0.86810 0.75073 -4.30381 -0.04
C -2.02089 1.26407 -2.10205 -0.03
C -2.73978 0.86205 -0.96899 -0.30
C -3.35085 1.88185 -0.04429 -0.05
C -2.95229 -0.49870 -0.77285 -0.06
H -1.91725 -3.52221 -1.75626 0.08
H -3.61088 -3.20883 -2.13765 0.09
H -3.05128 -3.13605 -0.46227 0.07
H -1.37760 -1.75125 -3.48067 0.13
H -1.60022 0.80108 -5.11298 0.09
H -0.10685 0.02815 -4.59953 0.08
H -0.40263 1.73308 -4.23000 0.05
H -1.89367 2.32547 -2.29099 0.11
H -4.30693 2.22486 -0.44778 0.09
H -2.70893 2.75540 0.07580 0.06
H -3.53492 1.46894 0.94544 0.05
H -3.51122 -0.83593 0.09459 0.13
C 2.55977 0.68131 -2.54100 -0.02
C 2.56555 -0.37754 -1.47841 -0.32
N 1.52108 -1.14056 -1.41780 0.00
N 1.67878 -2.38933 -0.87707 -0.03
C 0.88090 -2.88060 -0.01969 -1.05
S -0.38726 -2.12022 0.91600 0.65
S 1.04660 -4.64038 0.26869 0.88
C 2.62892 -4.68875 1.18287 -0.41
C 2.48059 -4.67575 2.67441 -0.29
C 2.33000 -5.86101 3.38649 -0.05
C 2.18019 -5.84336 4.76559 -0.09
C 2.17886 -4.63418 5.44740 -0.09
C 2.32610 -3.44733 4.74120 -0.08
C 2.47745 -3.46735 3.36140 -0.03
C 3.68813 -0.45584 -0.54842 -0.12
C 5.01512 -0.30175 -0.98299 -0.04
C 6.06607 -0.25433 -0.09887 -0.10
C 5.79116 -0.31867 1.27390 -0.09
C 4.50129 -0.42360 1.73474 -0.02
C 3.39690 -0.49814 0.84767 -0.37
O 2.18888 -0.59586 1.32820 -0.28
H 1.81582 0.45356 -3.30185 0.07
H 2.36388 1.65918 -2.10433 0.02
H 3.54621 0.73995 -3.00365 0.08
H 3.11250 -5.60613 0.84818 0.08
H 3.21553 -3.84426 0.82227 0.08
H 2.32627 -6.80658 2.85543 0.11
H 2.06592 -6.77291 5.30873 0.10
H 2.06613 -4.61748 6.52388 0.10
H 2.32090 -2.50445 5.27219 0.09
H 2.58375 -2.54871 2.79355 0.09
H 5.21501 -0.26394 -2.04758 0.11
H 7.08360 -0.16967 -0.45474 0.09
H 6.60827 -0.28013 1.98486 0.10
H 4.29048 -0.47743 2.79671 0.11
C 0.49694 3.67441 -2.41541 -0.04
N -0.14323 4.07770 -1.17513 -0.12
C -1.13761 5.01625 -1.05712 -0.04
C -1.38495 5.13959 0.26531 -0.06
N -0.54387 4.29336 0.94898 0.02
B -0.56979 4.36197 2.54064 -0.43
N 0.36636 3.30687 3.17391 -0.03
C 1.53587 3.59920 3.83372 -0.05
C 2.01908 2.44991 4.35665 -0.03
N 1.13077 1.45671 4.00981 -0.09
C 1.23700 0.05342 4.39218 -0.02
C 0.14295 1.98968 3.26940 -0.72
S -1.15218 1.12620 2.53360 0.67
C 0.20347 3.63310 0.05936 -0.63
S 1.45462 2.44604 0.29787 0.77
H -0.03272 4.14815 -3.23857 0.10
H 0.45193 2.59418 -2.52057 0.04
H 1.54055 3.98519 -2.42279 0.10
H -1.57208 5.50295 -1.91183 0.13
H -2.08009 5.77064 0.78968 0.13
H -1.71709 4.17973 2.86626 0.08
H -0.14952 5.45038 2.86620 0.08
H 1.91574 4.60310 3.88312 0.12
H 2.89919 2.24856 4.94006 0.12
H 1.92488 -0.00855 5.23265 0.09
H 1.61061 -0.52043 3.54836 0.06
H 0.25584 -0.31233 4.68419 0.09
```